Formula: C3H4FNO2
Source: the OMol25 dataset
Level of theory: ωB97M-V/def2-TZVPD

## Properties
Energy relative to the best compared isomer or geometry (same formula, charge and spin): 106.3 kcal/mol
Max |F|: 0.1111 Eh/bohr
LUMO level: -0.14 eV
HOMO energy: -9.554 eV
Multiplicity: 1
HOMO-LUMO gap: 9.41 eV

Last column: Mulliken charge in e.
Element x y z (Å)
C  -0.100  0.419  0.768  -0.592
C  1.170  0.597  -0.162  0.271
C  0.392  -0.481  -1.133  0.157
H  -2.374  -1.553  0.730  0.375
H  0.032  0.107  1.849  0.273
H  -0.615  1.530  0.927  0.205
H  1.991  0.038  0.256  0.296
N  -0.661  -0.540  -0.123  0.293
O  -1.979  -0.950  -0.317  -0.480
O  0.727  -1.001  -2.165  -0.522
F  1.418  1.833  -0.631  -0.276

Atomic forces in eV per Å
C -0.51 4.32 1.91
C -2.68 -3.01 0.40
C 0.52 0.96 0.84
H 2.09 2.53 -4.68
H 0.15 -0.22 -1.33
H 0.77 -2.73 -0.94
H 0.95 0.63 0.01
N 1.05 -0.75 -2.49
O -1.11 -2.05 4.86
O -1.38 0.44 1.41
F 0.13 -0.15 0.02